Record 1
DFT (wB97M-V/def2-TZVPD) results for C31H40CoN4O as an isolated structure at a distorted geometry.

XYZ file:
```
77
Properties=species:S:1:pos:R:3:lowdin_charge:R:1
Co -0.247 0.139 0.540 0.648
N 1.707 -2.245 2.795 0.029
N 2.012 0.638 0.574 -0.084
C -2.031 1.037 0.048 -0.300
C -1.525 1.289 1.384 -0.339
C -1.541 0.019 2.087 -0.286
C -1.137 -0.237 3.499 -0.047
H -0.647 0.657 3.907 0.069
H -0.430 -1.083 3.562 0.062
H -2.022 -0.468 4.112 0.080
C -2.122 -0.959 1.207 -0.243
C -2.371 -2.364 1.577 -0.050
H -3.327 -2.542 2.104 0.093
H -1.559 -2.635 2.254 0.042
H -2.341 -2.992 0.679 0.076
C -2.370 -0.354 -0.048 -0.247
C -2.953 -1.043 -1.236 -0.039
H -2.561 -2.064 -1.325 0.072
H -2.717 -0.493 -2.156 0.063
H -4.049 -1.108 -1.152 0.082
C -1.167 2.605 1.965 -0.039
H -2.022 3.010 2.529 0.084
H -0.896 3.298 1.157 0.058
H -0.311 2.477 2.642 0.078
C -2.330 2.066 -0.981 -0.036
H -2.240 1.625 -1.986 0.067
H -1.615 2.894 -0.887 0.063
H -3.357 2.461 -0.857 0.087
C 2.164 -3.488 2.947 -0.285
H 1.824 -4.035 3.831 0.063
C 3.013 -4.124 2.031 -0.176
H 3.270 -5.170 2.220 0.070
C 3.440 -3.410 0.904 -0.200
H 4.105 -3.877 0.164 0.054
C 2.992 -2.092 0.752 -0.119
H 3.239 -1.499 -0.127 0.075
C 2.129 -1.536 1.727 -0.347
C 1.502 -0.224 1.599 -0.198
H 1.267 0.245 2.579 0.102
C 1.082 1.016 -0.364 -0.115
C 3.186 1.348 0.395 -0.021
H 4.059 1.167 0.981 0.113
C 2.947 2.235 -0.610 -0.052
H 3.604 2.929 -1.074 0.105
N 1.634 2.046 -1.036 -0.022
C 0.956 2.844 -2.013 -0.137
C 0.755 4.207 -1.766 -0.206
C 0.045 4.944 -2.722 -0.011
H -0.138 6.009 -2.550 0.115
C -0.432 4.347 -3.893 -0.275
C -1.159 5.156 -4.927 -0.064
H -1.978 4.570 -5.364 0.078
H -0.486 5.455 -5.746 0.082
H -1.566 6.067 -4.472 0.073
C -0.206 2.984 -4.102 -0.008
H -0.559 2.509 -5.017 0.117
C 0.479 2.208 -3.160 -0.205
C 0.701 0.747 -3.374 -0.031
H 1.714 0.429 -3.079 0.095
H 0.579 0.557 -4.448 0.076
H -0.050 0.140 -2.835 0.085
C 1.239 4.866 -0.510 -0.042
H 2.302 5.148 -0.595 0.085
H 1.105 4.234 0.381 0.077
H 0.650 5.784 -0.367 0.079
C -0.509 -4.599 2.685 -0.087
N -0.199 -4.660 1.245 -0.182
C -0.354 -5.970 0.674 -0.084
C 0.168 -3.727 0.348 -0.313
O 0.011 -2.511 0.477 -0.023
H 0.091 -5.378 3.153 0.074
H -1.554 -4.877 2.848 0.084
H -0.296 -3.663 3.195 0.063
H -1.137 -5.891 -0.120 0.091
H 0.604 -6.206 0.171 0.081
H -0.613 -6.645 1.518 0.089
H 0.550 -4.235 -0.551 0.129
```

As for the net charge: -1. The value obtained for the lowest unoccupied orbital energy (alpha / beta) is 2.4 / 2.4 eV. Its expectation value of S² is 6.03. The HOMO energy (alpha / beta) comes out at 0.7 / -3.2 eV. The multiplicity is 5. The gap between HOMO and LUMO (alpha / beta) is 0.0629 / 0.2064 Ha. For the largest force on an atom, the calculation gives 4.21 eV Å⁻¹.

Record 2
DFT (wB97M-V/def2-TZVPD) results for C31H40GeN6O8STi as an isolated structure at a distorted geometry.

XYZ file:
```
88
Properties=species:S:1:pos:R:3:lowdin_charge:R:1
Ti 0.502 1.323 1.181 0.923
C -1.059 3.054 1.575 -0.145
C -0.415 2.793 2.800 -0.128
C 0.947 3.131 2.658 -0.121
C 1.140 3.599 1.347 -0.148
C -0.097 3.545 0.662 -0.189
H -2.101 2.883 1.358 0.126
H -0.874 2.363 3.676 0.128
H 1.714 2.988 3.403 0.128
H 2.080 3.889 0.912 0.111
H -0.291 3.887 -0.341 0.097
C -2.207 -2.141 -4.907 -0.112
C -1.142 -2.025 -3.826 -0.282
C -1.057 -0.622 -3.236 -0.314
C 0.028 -0.485 -2.165 -0.356
Ge 0.131 1.345 -1.421 0.905
C 1.503 2.392 -2.377 -0.352
C 1.125 2.716 -3.821 -0.306
C 2.163 3.579 -4.531 -0.286
C 1.799 3.863 -5.982 -0.116
H -2.267 -3.155 -5.304 0.070
H -1.994 -1.468 -5.741 0.071
H -3.192 -1.880 -4.515 0.078
H -0.163 -2.303 -4.231 0.106
H -1.351 -2.737 -3.021 0.109
H -2.029 -0.356 -2.807 0.103
H -0.885 0.100 -4.042 0.100
H 1.004 -0.736 -2.595 0.065
H -0.157 -1.199 -1.358 0.052
H -1.231 2.015 -1.763 -0.005
H 2.432 1.813 -2.363 0.054
H 1.706 3.314 -1.822 0.060
H 0.154 3.221 -3.850 0.108
H 0.990 1.785 -4.383 0.104
H 3.137 3.081 -4.481 0.106
H 2.275 4.521 -3.984 0.107
H 1.711 2.936 -6.553 0.073
H 2.550 4.485 -6.471 0.068
H 0.842 4.382 -6.050 0.074
O -8.020 -3.477 -0.746 -0.355
S -8.202 -2.193 -0.094 0.386
O -7.669 -1.058 -0.820 -0.372
O -9.487 -1.982 0.532 -0.352
C -7.057 -2.372 1.317 -0.325
N -7.416 -3.167 2.333 0.136
C -6.536 -3.328 3.303 -0.112
C -5.283 -2.719 3.305 0.002
C -5.015 -1.916 2.212 -0.231
N -5.894 -1.744 1.232 0.153
C -3.736 -1.186 2.008 -0.102
C -3.550 -0.488 0.816 0.046
C -2.377 0.200 0.611 -0.105
N -1.375 0.227 1.508 -0.035
C -1.554 -0.445 2.656 -0.098
C -2.705 -1.148 2.941 0.023
H -6.830 -3.974 4.125 0.110
H -4.585 -2.884 4.114 0.097
H -4.338 -0.490 0.075 0.131
H -2.227 0.757 -0.304 0.061
H -0.739 -0.411 3.366 0.116
H -2.782 -1.656 3.892 0.114
O 1.106 -0.779 0.846 -0.096
C 1.645 -0.752 1.984 -0.566
O 1.435 0.261 2.723 -0.057
C 2.530 -1.850 2.442 -0.109
C 2.577 -3.047 1.733 0.007
C 3.409 -4.072 2.154 -0.034
C 4.207 -3.900 3.276 0.021
C 4.145 -2.697 3.955 -0.120
C 3.315 -1.664 3.571 0.079
N 5.007 -2.504 5.142 -0.349
O 4.896 -1.455 5.740 0.088
O 5.630 -3.467 5.536 0.091
H 1.945 -3.167 0.862 0.128
H 3.436 -5.008 1.613 0.116
H 4.870 -4.677 3.628 0.126
H 3.283 -0.742 4.133 0.135
C 4.983 2.778 0.553 -0.044
N 4.757 1.443 0.024 0.045
C 3.526 0.898 -0.011 -0.554
N 3.377 -0.292 -0.626 0.224
O 2.568 1.504 0.515 -0.102
H 6.040 2.887 0.784 0.091
H 4.414 2.901 1.471 0.085
H 4.688 3.552 -0.157 0.092
H 5.481 1.018 -0.527 0.144
H 4.176 -0.829 -0.912 0.124
H 2.508 -0.780 -0.462 0.079
```

As for the net charge: 0. The value obtained for the lowest unoccupied orbital energy is -1.8 eV. The HOMO energy comes out at -7.1 eV. The gap between HOMO and LUMO is 0.1961 Ha. For the largest force on an atom, the calculation gives 1.40 eV Å⁻¹.

Record 3
DFT (wB97M-V/def2-TZVPD) results for C31H40HfN10O4S2 as an isolated structure at a distorted geometry.

XYZ file:
```
88
Properties=species:S:1:pos:R:3:lowdin_charge:R:1
Hf 0.570 0.671 -0.175 1.726
C 1.874 2.911 5.125 -0.407
S 2.777 3.520 3.694 0.911
C 1.981 2.758 2.350 -1.091
S 0.751 1.596 2.519 0.745
N 2.440 3.212 1.212 -0.095
N 1.917 2.567 0.097 -0.143
C 2.144 3.252 -0.960 -0.065
C 1.885 2.699 -2.288 -0.267
C 2.147 3.439 -3.421 0.018
C 1.977 2.840 -4.661 0.001
C 1.574 1.519 -4.708 0.000
C 1.319 0.855 -3.521 -0.072
N 1.449 1.428 -2.319 0.031
H 2.227 3.518 5.958 0.045
H 2.088 1.864 5.327 0.026
H 0.805 3.061 5.002 0.029
H 2.614 4.226 -0.851 0.148
H 2.497 4.458 -3.325 0.134
H 2.175 3.392 -5.571 0.132
H 1.459 0.993 -5.646 0.128
H 1.032 -0.185 -3.546 0.115
C -3.969 -0.238 -0.347 -0.002
N -3.415 1.089 -0.065 -0.084
C -4.357 2.201 -0.250 0.001
C -2.134 1.297 0.207 -0.384
N -1.305 0.481 0.810 -0.057
C -1.496 -0.705 1.575 -0.216
C -2.669 -1.040 2.240 -0.024
C -2.789 -2.277 2.853 -0.046
C -1.735 -3.180 2.782 -0.052
C -0.527 -2.796 2.225 -0.032
C -0.357 -1.516 1.708 -0.234
N 0.902 -0.970 1.296 -0.054
C 2.020 -1.199 1.986 -0.407
N 3.199 -0.835 1.429 -0.128
C 3.340 -0.711 -0.004 -0.042
C 4.257 -0.210 2.232 -0.015
N 2.081 -1.711 3.230 -0.124
C 1.096 -1.463 4.282 -0.029
C 3.190 -2.574 3.638 -0.021
N -1.406 2.437 -0.270 -0.186
C -1.764 2.953 -1.607 -0.038
C -1.254 3.541 0.719 -0.045
H -4.680 -0.544 0.418 0.099
H -3.178 -0.976 -0.426 0.092
H -4.489 -0.170 -1.304 0.109
H -5.276 1.956 0.280 0.110
H -4.593 2.348 -1.304 0.103
H -3.959 3.116 0.176 0.087
H -3.493 -0.339 2.259 0.117
H -3.707 -2.544 3.358 0.119
H -1.840 -4.175 3.195 0.120
H 0.313 -3.481 2.230 0.130
H 2.792 -1.487 -0.526 0.089
H 4.393 -0.795 -0.272 0.117
H 3.053 0.293 -0.376 0.057
H 3.889 -0.007 3.233 0.092
H 4.526 0.742 1.771 0.098
H 5.144 -0.840 2.287 0.102
H 0.376 -0.714 3.975 0.056
H 1.628 -1.086 5.157 0.104
H 0.579 -2.381 4.556 0.096
H 3.776 -2.875 2.775 0.100
H 2.776 -3.466 4.109 0.103
H 3.840 -2.075 4.360 0.098
H -2.613 3.632 -1.563 0.088
H -1.972 2.128 -2.281 0.089
H -0.910 3.515 -1.985 0.092
H -2.094 4.231 0.621 0.094
H -0.330 4.081 0.525 0.084
H -1.211 3.134 1.722 0.052
O 0.717 -1.162 -1.328 -0.124
C -0.386 -1.006 -1.961 -0.563
O -0.963 0.110 -1.795 -0.091
C -0.943 -2.058 -2.819 -0.137
C -0.401 -3.340 -2.776 0.028
C -0.932 -4.331 -3.585 0.037
C -1.976 -3.992 -4.420 -0.108
C -2.527 -2.729 -4.491 0.032
C -2.003 -1.749 -3.668 0.015
N -2.543 -5.055 -5.300 -0.345
O -2.129 -6.179 -5.138 0.110
O -3.379 -4.713 -6.103 0.108
H 0.421 -3.558 -2.108 0.129
H -0.555 -5.343 -3.579 0.132
H -3.341 -2.536 -5.175 0.131
H -2.409 -0.746 -3.685 0.124
```

As for the net charge: +2. The value obtained for the lowest unoccupied orbital energy is -6.4 eV. The HOMO energy comes out at -13.2 eV. The gap between HOMO and LUMO is 0.2504 Ha. For the largest force on an atom, the calculation gives 1.17 eV Å⁻¹.

Record 4
DFT (wB97M-V/def2-TZVPD) results for C31H40N7O7SSr as an isolated structure at a distorted geometry.

XYZ file:
```
87
Properties=species:S:1:pos:R:3:lowdin_charge:R:1
Sr 1.468 -0.808 -0.432 1.633
O 1.419 -3.059 -0.507 -0.127
C 0.174 -3.097 -0.502 -0.612
O -0.546 -2.045 -0.476 -0.212
C -0.523 -4.430 -0.533 -0.117
C -1.897 -4.508 -0.331 -0.007
C -2.540 -5.731 -0.377 0.015
C -1.789 -6.866 -0.638 -0.133
C -0.419 -6.812 -0.838 0.023
C 0.215 -5.584 -0.778 0.013
N -2.473 -8.167 -0.719 -0.349
O -3.666 -8.189 -0.489 0.086
O -1.797 -9.140 -0.990 0.089
H -2.456 -3.600 -0.145 0.117
H -3.605 -5.825 -0.225 0.122
H 0.122 -7.725 -1.035 0.124
H 1.283 -5.502 -0.920 0.125
O 1.045 -0.653 1.698 -0.201
C 0.196 -0.930 2.571 -0.467
C 0.552 -0.871 4.039 -0.076
C 0.370 -2.214 4.799 -0.162
C -0.193 -3.350 3.939 -0.190
C -1.682 -3.183 3.626 -0.165
C -2.030 -1.755 3.189 -0.149
N -1.063 -1.220 2.241 0.113
H -0.048 -0.080 4.497 0.124
H 1.591 -0.554 4.077 0.120
H -0.279 -2.069 5.665 0.116
H 1.340 -2.524 5.186 0.112
H -0.050 -4.299 4.456 0.117
H 0.376 -3.414 3.007 0.114
H -2.281 -3.428 4.505 0.118
H -1.956 -3.884 2.834 0.104
H -2.074 -1.089 4.053 0.120
H -3.010 -1.737 2.716 0.125
H -1.214 -1.378 1.248 0.120
C 6.565 -0.068 0.628 -0.124
C 6.183 -0.548 -0.761 -0.367
S 4.433 -0.246 -1.181 0.951
O 3.635 -0.803 -0.042 -0.717
C 4.396 1.592 -0.974 -0.343
C 3.885 2.048 0.385 -0.111
H 7.480 -0.560 0.954 0.085
H 5.782 -0.323 1.343 0.077
H 6.736 1.008 0.649 0.073
H 6.296 -1.629 -0.852 0.092
H 6.761 -0.072 -1.555 0.094
H 3.730 1.935 -1.768 0.081
H 5.399 1.963 -1.182 0.089
H 3.026 1.459 0.702 0.047
H 3.573 3.090 0.327 0.089
H 4.646 1.960 1.157 0.073
C 2.052 -0.314 -5.256 -0.051
N 0.733 -0.718 -4.799 0.032
C 0.435 -0.794 -3.487 -0.587
N -0.846 -1.108 -3.168 0.203
O 1.298 -0.543 -2.617 -0.209
H 2.123 -0.497 -6.324 0.091
H 2.814 -0.896 -4.740 0.086
H 2.235 0.744 -5.061 0.088
H 0.008 -0.860 -5.478 0.141
H -1.449 -1.521 -3.858 0.117
H -1.003 -1.381 -2.201 0.076
N -2.904 5.580 0.678 0.168
C -3.651 6.647 0.240 -0.188
C -4.373 7.632 0.905 -0.021
C -5.018 8.564 0.119 -0.084
C -4.948 8.521 -1.283 -0.085
C -4.233 7.545 -1.941 -0.010
C -3.573 6.589 -1.166 -0.222
N -2.801 5.517 -1.546 0.181
C -2.420 4.941 -0.438 -0.280
C -1.567 3.761 -0.402 -0.122
C -1.137 3.157 0.779 0.008
C -0.312 2.050 0.712 -0.126
N 0.102 1.502 -0.432 0.005
C -0.315 2.084 -1.564 -0.114
C -1.132 3.194 -1.601 0.016
H -2.746 5.324 1.634 0.151
H -4.428 7.667 1.986 0.110
H -5.592 9.350 0.592 0.105
H -5.471 9.276 -1.855 0.104
H -4.175 7.507 -3.021 0.113
H -1.427 3.535 1.751 0.109
H 0.045 1.582 1.620 0.100
H 0.031 1.635 -2.486 0.098
H -1.443 3.641 -2.534 0.117
```

As for the net charge: +1. The value obtained for the lowest unoccupied orbital energy is -2.4 eV. The HOMO energy comes out at -10.4 eV. The gap between HOMO and LUMO is 0.2921 Ha. For the largest force on an atom, the calculation gives 2.82 eV Å⁻¹.

The lowest net charge belongs to which entry?
C31H40CoN4O